Record 1
Molecular formula: C19H46N6O8Zr
Method: DFT, wB97M-V/def2-TZVPD

Summary:
E_HOMO	-13.2	eV
E_tot	-1728.5005	a.u.
frontier orbital gap	5.01	eV
energy above the lowest of the compared OMol25 structures with the same formula, charge and spin	1.372	eV
spin multiplicity	1
LUMO level	-8.191	eV
charge	+2

Geometry (Å):
Zr: -0.57 2.27 0.50
O: -0.25 0.42 -0.22
H: -0.01 -0.42 -0.61
C: -2.57 2.77 -2.32
O: -1.81 2.71 -1.16
H: -2.05 2.60 -3.26
H: -3.53 2.25 -2.24
H: -2.90 3.81 -2.47
C: 1.68 2.84 -2.42
O: 1.00 2.63 -1.40
N: 2.92 3.33 -2.43
C: 3.70 3.44 -3.68
C: 3.65 3.75 -1.25
H: 1.35 2.51 -3.40
H: 4.38 4.28 -3.58
H: 3.00 3.55 -4.51
H: 4.32 2.56 -3.83
H: 4.64 3.29 -1.24
H: 3.85 4.82 -1.23
H: 3.08 3.50 -0.36
C: -3.97 1.39 1.19
O: -2.75 1.15 1.06
N: -4.60 1.36 2.36
C: -6.08 1.43 2.36
C: -3.89 1.13 3.63
H: -4.60 1.64 0.33
H: -6.42 0.46 2.71
H: -6.45 1.48 1.35
H: -6.37 2.25 3.01
H: -3.93 0.06 3.84
H: -2.86 1.44 3.53
H: -4.45 1.70 4.36
C: 5.24 -1.94 -0.86
O: 4.75 -2.81 -1.54
N: 4.57 -0.83 -0.49
C: 5.12 0.20 0.35
C: 3.18 -0.64 -0.91
H: 6.29 -1.90 -0.54
H: 4.77 1.19 0.03
H: 6.20 0.27 0.40
H: 4.74 0.08 1.37
H: 3.34 0.30 -1.45
H: 2.74 -1.47 -1.45
H: 2.45 -0.30 -0.17
C: -2.55 -0.88 -2.25
O: -3.51 -1.60 -2.06
N: -1.59 -1.12 -3.17
C: -1.62 -2.24 -4.09
C: -0.59 -0.15 -3.50
H: -2.36 0.06 -1.71
H: -2.56 -2.80 -4.13
H: -0.93 -3.02 -3.75
H: -1.29 -2.01 -5.10
H: -0.52 0.71 -2.84
H: 0.40 -0.60 -3.65
H: -0.73 0.24 -4.52
C: -1.36 -4.14 -0.35
O: -1.05 -5.26 -0.69
N: -1.15 -3.61 0.87
C: -1.70 -2.27 1.16
C: -0.76 -4.34 2.05
H: -1.80 -3.46 -1.10
H: -2.14 -1.70 0.34
H: -0.73 -1.82 1.43
H: -2.38 -2.27 2.01
H: -1.51 -4.27 2.84
H: -0.83 -5.40 1.78
H: 0.22 -4.16 2.47
C: -0.28 0.02 3.40
O: -0.45 0.74 2.42
N: 0.87 -0.62 3.68
C: 0.95 -1.53 4.81
C: 2.04 -0.46 2.84
H: -1.03 -0.20 4.18
H: 0.12 -1.39 5.50
H: 1.81 -1.27 5.42
H: 1.06 -2.58 4.53
H: 2.08 -1.27 2.12
H: 2.00 0.50 2.33
H: 2.98 -0.39 3.39

Atomic partial charges in e from the Löwdin method, atoms 1 to 6: 2.12 -0.35 0.05 -0.18 -0.44 0.09

=====

Record 2
Molecular formula: C27H36O8
Method: DFT, wB97M-V/def2-TZVPD

Summary:
E_HOMO	-9.4	eV
E_tot	-1652.4130	a.u.
frontier orbital gap	9.70	eV
energy above the lowest of the compared OMol25 structures with the same formula, charge and spin	0.000	eV
spin multiplicity	1
LUMO level	0.330	eV
charge	0

Geometry (Å):
C: 4.15 -2.31 4.19
C: 4.35 -2.63 2.72
O: 3.19 -2.32 1.93
C: 3.00 -1.04 1.67
O: 3.66 -0.12 2.06
O: 1.93 -0.93 0.87
C: 1.56 0.41 0.51
C: 2.69 1.16 -0.19
O: 2.69 2.36 -0.22
C: 3.82 0.41 -0.88
O: 3.52 -0.93 -1.24
C: 4.34 -1.90 -0.81
O: 5.32 -1.70 -0.15
C: 3.88 -3.25 -1.30
C: 4.65 -3.61 -2.57
C: 1.09 1.22 1.74
C: -0.18 1.97 1.33
C: -0.34 1.72 -0.18
C: -1.78 1.82 -0.72
C: -2.36 3.19 -0.36
C: -3.80 3.34 -0.85
C: -4.60 2.22 -0.29
C: -5.60 2.43 0.58
C: -6.37 1.37 1.21
O: -7.26 1.58 2.02
C: -5.99 0.01 0.79
C: -5.00 -0.22 -0.06
C: -4.15 0.84 -0.70
C: -4.33 0.69 -2.22
C: -2.68 0.69 -0.20
C: -2.05 -0.69 -0.50
O: -2.09 -0.97 -1.88
C: -0.62 -0.76 0.07
C: 0.31 0.35 -0.42
C: 0.69 0.15 -1.89
H: 5.02 -2.64 4.75
H: 3.27 -2.83 4.57
H: 4.02 -1.24 4.33
H: 4.50 -3.70 2.57
H: 5.20 -2.08 2.32
H: 4.68 0.41 -0.19
H: 4.09 0.96 -1.78
H: 4.08 -3.98 -0.52
H: 2.81 -3.21 -1.49
H: 4.35 -4.60 -2.91
H: 4.44 -2.90 -3.36
H: 5.72 -3.62 -2.37
H: 1.88 1.90 2.05
H: 0.90 0.53 2.56
H: -1.04 1.59 1.88
H: -0.08 3.03 1.54
H: 0.26 2.48 -0.70
H: -1.72 1.74 -1.81
H: -2.35 3.31 0.72
H: -1.73 3.97 -0.79
H: -3.82 3.32 -1.94
H: -4.20 4.30 -0.53
H: -5.88 3.44 0.85
H: -6.58 -0.80 1.21
H: -4.78 -1.24 -0.37
H: -4.19 -0.35 -2.51
H: -5.34 0.99 -2.49
H: -3.62 1.29 -2.77
H: -2.73 0.76 0.89
H: -2.64 -1.45 0.03
H: -1.61 -1.79 -2.03
H: -0.69 -0.72 1.15
H: -0.19 -1.73 -0.19
H: 1.29 0.98 -2.25
H: 1.27 -0.77 -2.01
H: -0.21 0.08 -2.50

Atomic partial charges in e from the Löwdin method, atoms 1 to 6: -0.06 -0.20 0.04 -0.59 0.16 0.09

=====

Record 3
Molecular formula: C33H33N2O6P2Rb
Method: DFT, wB97M-V/def2-TZVPD

Summary:
E_HOMO	-8.0	eV
E_tot	-2545.1071	a.u.
frontier orbital gap	8.22	eV
energy above the lowest of the compared OMol25 structures with the same formula, charge and spin	0.171	eV
spin multiplicity	1
LUMO level	0.182	eV
charge	0

Geometry (Å):
Rb: -0.07 -0.48 0.01
O: 2.93 -0.04 -0.60
C: 3.14 1.05 0.30
C: 3.72 2.20 -0.50
C: 2.81 2.61 -1.67
C: 1.54 3.28 -1.24
C: 1.52 4.64 -0.93
C: 0.34 5.25 -0.55
C: -0.81 4.47 -0.49
C: -0.71 3.13 -0.79
N: 0.43 2.54 -1.16
H: 2.77 -0.86 -0.11
H: 3.82 0.77 1.10
H: 2.19 1.36 0.76
H: 4.69 1.90 -0.90
H: 3.88 3.05 0.16
H: 2.56 1.73 -2.26
H: 3.36 3.30 -2.32
H: 2.44 5.22 -1.00
H: 0.31 6.30 -0.32
H: -1.77 4.90 -0.21
H: -1.58 2.48 -0.73
O: -2.61 0.56 0.27
P: -3.52 0.09 1.35
C: -2.68 -0.57 2.82
P: -1.26 0.38 3.48
O: -0.04 0.27 2.64
C: -1.04 -0.23 5.16
C: -0.15 0.49 5.96
C: 0.13 0.07 7.25
C: -0.48 -1.08 7.75
C: -1.35 -1.81 6.96
C: -1.63 -1.39 5.67
C: -1.80 2.08 3.68
C: -1.21 3.06 2.89
C: -1.58 4.39 3.04
C: -2.54 4.74 3.98
C: -3.13 3.76 4.77
C: -2.76 2.44 4.63
C: -4.61 1.41 1.94
C: -4.39 2.70 1.46
C: -5.22 3.73 1.89
C: -6.25 3.48 2.78
C: -6.46 2.19 3.25
C: -5.65 1.15 2.82
C: -4.63 -1.23 0.82
C: -4.95 -2.35 1.58
C: -5.82 -3.31 1.09
C: -6.37 -3.16 -0.18
C: -6.05 -2.05 -0.95
C: -5.18 -1.09 -0.46
H: -2.29 -1.56 2.57
H: -3.43 -0.68 3.61
H: 0.32 1.38 5.57
H: 0.82 0.63 7.86
H: -0.26 -1.41 8.76
H: -1.81 -2.71 7.35
H: -2.30 -1.98 5.06
H: -0.46 2.77 2.16
H: -1.11 5.15 2.43
H: -2.82 5.78 4.10
H: -3.88 4.04 5.50
H: -3.21 1.68 5.26
H: -3.58 2.88 0.77
H: -5.05 4.73 1.52
H: -6.89 4.28 3.11
H: -7.28 1.99 3.93
H: -5.84 0.14 3.17
H: -4.52 -2.49 2.57
H: -6.06 -4.18 1.68
H: -7.04 -3.91 -0.57
H: -6.47 -1.94 -1.94
H: -4.91 -0.23 -1.06
O: 1.64 -2.54 0.40
N: 0.78 -3.45 0.23
O: 1.09 -4.63 0.36
O: -0.40 -3.12 -0.07

Atomic partial charges in e from the Löwdin method, atoms 1 to 6: 1.04 -0.11 -0.27 -0.17 -0.14 -0.28

=====

Record 4
Molecular formula: C17H23BrFIIrN2O
Method: DFT, wB97M-V/def2-TZVPD

Summary:
E_HOMO (alpha / beta)	-11.8 / -11.8	eV
E_tot	-3921.8998	a.u.
frontier orbital gap (alpha / beta)	9.27 / 5.70	eV
energy above the lowest of the compared OMol25 structures with the same formula, charge and spin	0.000	eV
⟨S²⟩	6.033
spin multiplicity	5
LUMO level (alpha / beta)	-2.487 / -6.093	eV
charge	+1

Geometry (Å):
Ir: -0.16 -3.19 2.15
C: -2.34 3.91 0.98
C: -1.82 3.29 -0.31
C: -0.67 4.16 -0.86
C: -2.95 3.26 -1.35
C: -1.29 1.89 -0.12
C: -1.30 1.26 1.14
C: -0.81 -0.01 1.26
Br: -0.87 -0.87 3.00
C: -0.27 -0.77 0.18
O: 0.18 -1.94 0.34
C: -0.26 -0.10 -1.11
C: -0.77 1.17 -1.20
C: 0.28 -0.84 -2.31
C: -0.57 -2.11 -2.51
C: 0.22 -0.01 -3.59
C: 1.75 -1.21 -2.04
H: -2.70 4.92 0.77
H: -1.57 3.99 1.74
H: -3.18 3.35 1.38
H: -1.04 5.18 -0.98
H: -0.32 3.81 -1.82
H: 0.17 4.17 -0.17
H: -3.34 4.27 -1.47
H: -3.76 2.61 -1.02
H: -2.60 2.91 -2.32
H: -1.69 1.77 2.01
H: -0.77 1.64 -2.17
H: -1.61 -1.84 -2.65
H: -0.49 -2.77 -1.65
H: -0.22 -2.65 -3.39
H: -0.80 0.25 -3.85
H: 0.63 -0.60 -4.41
H: 0.81 0.90 -3.51
H: 1.83 -1.90 -1.20
H: 2.33 -0.32 -1.82
H: 2.18 -1.69 -2.91
F: -1.03 -4.89 2.17
I: 4.56 -3.47 6.38
C: 3.54 -3.42 4.56
C: 4.05 -3.68 3.30
N: 3.04 -3.54 2.44
N: 1.91 -3.21 3.06
C: 2.18 -3.14 4.35
H: 5.05 -3.95 3.01
H: 3.06 -3.68 1.44
H: 1.44 -2.90 5.09

Atomic partial charges in e from the Löwdin method, atoms 1 to 6: 1.13 -0.05 -0.55 -0.02 -0.02 -0.11